(1)
Computed, not measured: a cluster of 8 separate species, H16O8 in total, with ωB97M-V with the def2-TZVPD basis set.

Structure (SMILES)   O.O.O.O.O.O.O.O

Positions of all 24 atoms, in Å:
O (-2.54962, -2.58803, 2.03893)
H (-2.00224, -2.95981, 2.73942)
H (-1.92419, -2.28108, 1.36981)
O (-0.49323, 0.18881, 0.09964)
H (-0.45908, 0.09192, 1.05927)
H (0.01029, 0.99760, -0.07942)
O (-1.18962, -2.45937, -0.94867)
H (-1.26525, -2.58664, -1.90084)
H (-0.89380, -1.53752, -0.84588)
O (2.62965, 1.24890, -2.81286)
H (2.52304, 0.29554, -2.90318)
H (2.38412, 1.45118, -1.89052)
O (0.24628, 2.67484, 1.52971)
H (-0.70477, 2.68913, 1.70443)
H (0.65471, 2.90579, 2.37495)
O (2.54245, 2.24434, -0.12685)
H (1.75713, 2.54654, 0.36870)
H (3.12394, 1.84506, 0.53041)
O (1.99146, -1.42590, -0.20321)
H (1.34565, -0.87958, -0.66822)
H (1.66838, -1.46079, 0.70071)
O (-3.40333, -0.07718, -0.83878)
H (-3.54806, -0.96546, -0.49000)
H (-2.44390, 0.04171, -0.80754)

Results of the Mulliken charge analysis, in e, for atoms 1 through 4: O -0.63; H 0.30; H 0.32; O -0.51

(2)
Computed, not measured: a cluster of 15 separate species, C39H99N12O21 in total in a non-equilibrium geometry, with ωB97M-V with the def2-TZVPD basis set.

Charge   +9

Positions of all 171 atoms, in Å:
C (-0.86156, -2.61140, 6.12844)
C (-2.08420, -3.01398, 5.33202)
O (-2.33068, -2.60140, 4.18048)
N (-2.93760, -4.15464, 5.87823)
H (-2.72138, -4.92944, 5.26745)
H (-2.77676, -4.45337, 6.82954)
C (-4.42488, -3.72958, 5.70243)
H (-0.02579, -3.19250, 5.73867)
H (-0.99257, -2.58938, 7.21031)
H (-0.58158, -1.62977, 5.74619)
H (-4.53843, -3.03351, 6.53352)
H (-4.99130, -4.64861, 5.85291)
H (-4.57870, -3.25963, 4.73105)
C (-0.55657, 1.29708, -0.72324)
C (0.00169, 0.27097, 0.23225)
O (1.18194, 0.16378, 0.50511)
N (-1.13528, -0.46056, 1.00548)
H (-1.17041, -0.16433, 1.97042)
H (-1.94156, -0.16201, 0.47550)
C (-1.04992, -2.01393, 0.66542)
H (-1.12703, 2.13414, -0.32075)
H (-1.20966, 0.74793, -1.40148)
H (0.23515, 1.82037, -1.25938)
H (-1.47039, -2.36500, -0.27695)
H (-1.44352, -2.59234, 1.50125)
H (0.02007, -2.18564, 0.54828)
C (0.09277, -5.29361, 1.56465)
C (0.73831, -4.64781, 2.78849)
O (0.37210, -3.65797, 3.44749)
N (2.07742, -5.28914, 3.09534)
H (2.02098, -5.81519, 3.95568)
H (2.25124, -6.07816, 2.48926)
C (3.20954, -4.21088, 3.06685)
H (0.67494, -5.16098, 0.65274)
H (-0.85216, -4.77271, 1.41019)
H (0.02734, -6.34855, 1.83098)
H (3.04187, -3.58870, 3.94598)
H (3.13421, -3.59782, 2.16876)
H (4.21219, -4.62974, 3.15256)
C (-4.61014, 7.36517, -1.06205)
C (-4.31257, 6.03105, -0.42969)
O (-4.65503, 5.79030, 0.70639)
N (-3.48615, 5.03376, -1.34066)
H (-3.51577, 5.26862, -2.32252)
H (-2.51642, 5.31208, -1.29321)
C (-3.70756, 3.52303, -0.95968)
H (-4.56029, 7.24918, -2.14471)
H (-3.88715, 8.10880, -0.72677)
H (-5.55915, 7.71035, -0.65179)
H (-3.04187, 3.36854, -0.11051)
H (-3.30759, 2.93611, -1.78651)
H (-4.72390, 3.28545, -0.64549)
C (6.47961, -0.69861, -3.74923)
C (5.03058, -0.78746, -3.15603)
O (4.68547, -1.34364, -2.14900)
N (3.97712, 0.04983, -3.96251)
H (4.30724, 0.99745, -3.84790)
H (4.09930, -0.07616, -4.95714)
C (2.57088, 0.06086, -3.42300)
H (6.41125, -0.64743, -4.83588)
H (7.03009, -1.56510, -3.38280)
H (6.98337, 0.22672, -3.46974)
H (2.11390, 0.74479, -4.13820)
H (2.50286, 0.32071, -2.36662)
H (2.06776, -0.87586, -3.66285)
C (0.39337, -2.35099, -5.58554)
C (-0.55385, -2.32840, -4.37994)
O (-0.70903, -1.36059, -3.61389)
N (-1.13593, -3.67288, -3.87531)
H (-1.13991, -4.26585, -4.69291)
H (-0.57668, -4.19392, -3.21512)
C (-2.57445, -3.41761, -3.55417)
H (1.35843, -2.80723, -5.36508)
H (0.79550, -1.37155, -5.84454)
H (-0.04006, -2.89024, -6.42783)
H (-2.69071, -2.77727, -2.67978)
H (-3.13214, -4.33210, -3.35219)
H (-2.97322, -2.94180, -4.45010)
C (0.89567, 4.19603, 4.56133)
C (0.61912, 5.28225, 3.43680)
O (0.13597, 6.36992, 3.64396)
N (1.31191, 5.07292, 2.11360)
H (0.84678, 5.71143, 1.48428)
H (2.28816, 5.31480, 2.20598)
C (1.13268, 3.67461, 1.52950)
H (0.15177, 4.12883, 5.35518)
H (1.83509, 4.43967, 5.05755)
H (0.98346, 3.18275, 4.16933)
H (1.83147, 3.05415, 2.09060)
H (1.36938, 3.62396, 0.46672)
H (0.11292, 3.30848, 1.64841)
C (4.50208, 0.20543, 0.82038)
C (4.47088, 1.36686, -0.13756)
O (3.51271, 1.81270, -0.66908)
N (5.77661, 1.99094, -0.59792)
H (6.58895, 1.39409, -0.53488)
H (5.74438, 2.12883, -1.59794)
C (6.01806, 3.35405, 0.00499)
H (5.12905, -0.59139, 0.42028)
H (3.48450, -0.16421, 0.94679)
H (4.81903, 0.47298, 1.82838)
H (6.96902, 3.70150, -0.39882)
H (6.18309, 3.29661, 1.08089)
H (5.18021, 3.98674, -0.28792)
C (-3.45240, 0.85044, -4.46308)
C (-2.16967, 1.73736, -4.56368)
O (-1.31041, 1.84131, -3.68068)
N (-2.04751, 2.51232, -5.75584)
H (-2.77889, 3.19771, -5.63163)
H (-1.15119, 2.97460, -5.81069)
C (-2.13177, 1.65580, -7.05538)
H (-4.35901, 1.35375, -4.79900)
H (-3.58510, 0.58775, -3.41357)
H (-3.50760, -0.09330, -5.00567)
H (-2.03298, 2.32735, -7.90823)
H (-3.05749, 1.08037, -7.06039)
H (-1.27325, 1.00396, -7.21708)
C (2.72116, 5.22408, -1.86434)
C (2.17934, 4.32375, -2.95834)
O (1.86089, 3.12749, -2.88581)
N (1.66374, 5.05670, -4.22693)
H (2.34252, 5.76273, -4.47368)
H (1.76845, 4.32359, -4.91372)
C (0.20375, 5.49967, -4.14127)
H (3.02975, 4.65563, -0.98699)
H (2.08384, 5.98808, -1.41910)
H (3.65726, 5.62225, -2.25584)
H (0.11049, 6.26499, -3.37076)
H (-0.34297, 4.59624, -3.87105)
H (-0.14347, 5.89170, -5.09722)
C (-4.79804, -3.56066, 0.09092)
C (-4.83069, -4.56791, 1.20639)
O (-5.10425, -4.34892, 2.35932)
N (-4.71066, -6.01504, 0.69493)
H (-4.06939, -6.19348, -0.06469)
H (-4.18755, -6.52201, 1.39453)
C (-6.09579, -6.74406, 0.45334)
H (-5.37973, -2.68729, 0.38579)
H (-5.24130, -3.88886, -0.84925)
H (-3.82565, -3.20168, -0.24626)
H (-5.96099, -7.81987, 0.34123)
H (-6.83941, -6.30169, -0.20956)
H (-6.72998, -6.62012, 1.33114)
C (1.90115, -0.61122, 3.96488)
C (3.31370, -0.78788, 4.48724)
O (4.16378, -1.41133, 3.83033)
N (3.58027, -0.43181, 5.93226)
H (3.18312, 0.46979, 6.15471)
H (3.08127, -1.02095, 6.58342)
C (5.10352, -0.49080, 6.34008)
H (1.13407, -1.13257, 4.53749)
H (1.84729, -1.07944, 2.98204)
H (1.57075, 0.42722, 3.94091)
H (5.10147, -0.32745, 7.41777)
H (5.55886, 0.40216, 5.91184)
H (5.60814, -1.42137, 6.08031)
O (-3.93314, -0.96549, -1.46822)
C (-4.27786, 0.15376, -0.83501)
O (-5.23474, 0.81356, -1.29517)
O (-3.71597, 0.57055, 0.17399)
H (-4.56852, -1.00921, -2.18653)
O (-1.41318, 2.05471, 4.88267)
C (-1.38063, 1.47046, 3.71826)
O (-1.87418, 2.06392, 2.77796)
O (-1.01996, 0.31982, 3.61297)
H (-0.91942, 1.50554, 5.49604)
O (1.76123, -2.35014, -1.60810)
C (1.79826, -3.68878, -1.76718)
O (0.75496, -4.38866, -1.93359)
O (2.87344, -4.19863, -1.61595)
H (2.71791, -2.37595, -1.53254)

Results of the Mulliken charge analysis, in e, for atoms 1 through 4: C -0.49; C 0.37; O -0.37; N -0.05

no.,gap between HOMO and LUMO (hartree),LUMO level (eV)
1,0.3822,-0.5
2,0.1590,-19.3